(1)
C3H4FO2S | ωB97M-V/def2-TZVPD

Each line ends with the natural charge from an NBO analysis.
Cartesian coordinates (Å):
C  0.09702  1.06835  0.36933  -0.482
C  0.78647  -0.12251  0.84629  0.189
C  0.29351  0.01029  -0.73544  -0.513
O  -1.12928  -1.98782  0.07938  -1.067
O  -2.13876  -0.17008  -1.40398  -1.064
F  2.11280  -0.18822  1.03801  -0.364
S  -1.07644  -1.19429  -1.20839  1.485
H  -0.95230  1.18684  0.56747  0.235
H  0.60686  2.04782  0.47353  0.199
H  0.32759  -0.89526  1.32469  0.196
H  1.07253  0.24488  -1.35091  0.186

Results
ΔE to the lowest compared entry with this formula, charge and spin: 53.0 kcal per mole
E: -20822.6178 eV
Net charge: -1
HOMO: -3.4 eV
Max |F|: 4.7 eV Å⁻¹



(2)
C3H4FeLiO3 | ωB97M-V/def2-TZVPD

Each line ends with the natural charge from an NBO analysis.
Cartesian coordinates (Å):
C  -2.36267  -0.05212  0.34669  -0.163
C  -1.32373  -0.71072  0.96163  -0.809
H  -2.27549  0.49504  -0.59633  0.239
H  -1.64653  -1.16011  -0.16157  0.368
H  -1.57863  -1.16384  1.92726  0.304
O  1.70907  0.07501  -1.01236  -0.869
C  2.58737  0.71866  -0.35921  0.865
O  2.36934  1.11244  0.80462  -0.575
O  3.74080  0.92666  -0.89929  -0.333
Li  1.44817  -0.70454  -2.69143  0.992
Fe  0.57433  0.19736  0.76274  1.700
H  -3.24204  0.26615  0.91724  0.282

Results
ΔE to the lowest compared entry with this formula, charge and spin: 96.5 kcal per mole
Multiplicity: 6
⟨S²⟩: 8.786
E: -43887.6551 eV
Net charge: +2
HOMO (spin up / spin down): -19.3 / -17.9 eV
Max |F|: 8.7 eV Å⁻¹



(3)
C3H4HgO3 | ωB97M-V/def2-TZVPD

Each line ends with the natural charge from an NBO analysis.
Cartesian coordinates (Å):
H  0.81240  -0.56149  -1.80614  -0.288
H  0.32413  -1.97923  1.39285  0.130
C  0.58265  -1.37057  0.51362  0.131
C  -0.41544  -1.16288  -0.44000  -0.146
O  -0.80745  0.22331  -0.46078  -0.579
C  -1.92841  0.55364  -1.04030  0.362
O  -1.69602  1.70574  -1.63679  -0.683
Hg  1.83859  0.89869  -0.72402  0.331
O  1.59994  -0.54344  0.58186  -0.926
H  -1.26674  -1.83647  -0.53318  0.184
H  -2.43219  1.90544  -2.22572  0.484

Results
ΔE to the lowest compared entry with this formula, charge and spin: 146.8 kcal per mole
Multiplicity: 2
⟨S²⟩: 0.816
E: -13486.8000 eV
Net charge: -1
HOMO (spin up / spin down): -2.2 / -2.3 eV
Max |F|: 6.6 eV Å⁻¹



(4)
C3H4IN2P | ωB97M-V/def2-TZVPD

Each line ends with the natural charge from an NBO analysis.
Cartesian coordinates (Å):
C  -0.63431  -1.19215  0.49310  -0.339
C  -1.05092  -0.76910  -0.82482  -0.016
C  -0.13655  -0.05061  1.03772  -0.034
N  -0.71931  0.45853  -1.03343  -0.263
N  -0.15799  0.93083  0.12301  -0.504
P  0.55690  2.42983  0.21238  0.538
I  3.40999  -0.82897  -0.00082  -0.020
H  -0.81800  -2.23051  0.71206  0.242
H  -1.56057  -1.32240  -1.55271  0.209
H  0.22129  0.06774  2.02296  0.229
H  0.88947  2.50683  -1.18946  -0.042

Results
ΔE to the lowest compared entry with this formula, charge and spin: 42.1 kcal per mole
E: -23542.5865 eV
HOMO (spin up / spin down): -9.8 / -8.1 eV
Max |F|: 2.4 eV Å⁻¹



(5)
C3H4INO | ωB97M-V/def2-TZVPD

Each line ends with the natural charge from an NBO analysis.
Cartesian coordinates (Å):
C  1.70506  -0.51620  -0.53347  -0.287
C  0.78810  0.21111  0.01989  -0.313
C  -0.47907  -0.38106  0.29837  0.648
O  -0.77344  -1.53794  0.27736  -0.538
N  -1.42008  0.78520  0.28228  -0.858
I  -3.37250  0.28168  -0.06662  0.306
H  2.67332  -0.21865  -0.72701  0.202
H  1.42305  -1.54212  -0.68245  0.216
H  0.79501  1.34194  0.20845  0.217
H  -1.33945  1.57604  0.92320  0.408

Results
ΔE to the lowest compared entry with this formula, charge and spin: 26.1 kcal per mole
Structure (SMILES): C=CC(=O)NI
E: -14812.2805 eV
HOMO: -9.1 eV
Max |F|: 3.5 eV Å⁻¹



(6)
C3H4INO | ωB97M-V/def2-TZVPD

Each line ends with the natural charge from an NBO analysis.
Cartesian coordinates (Å):
C  -1.65096  -0.28404  0.22162  -0.686
C  -0.30619  -0.28291  -0.41860  0.258
N  0.60130  0.43661  0.08403  -0.518
C  1.87537  0.86705  0.02698  0.634
O  2.31158  1.93585  -0.17048  -0.500
I  3.25529  -0.84676  0.17122  -0.080
H  -1.61560  0.69107  0.77960  0.243
H  -1.71596  -0.93097  0.99867  0.242
H  -2.46647  -0.50547  -0.43301  0.230
H  -0.28836  -1.08043  -1.26003  0.177

Results
ΔE to the lowest compared entry with this formula, charge and spin: 17.3 kcal per mole
Structure (SMILES): C/C=N/C(=O)I
E: -14812.6647 eV
HOMO: -9.5 eV
Max |F|: 3.7 eV Å⁻¹



(7)
C3H4INO | ωB97M-V/def2-TZVPD

Each line ends with the natural charge from an NBO analysis.
Cartesian coordinates (Å):
C  0.80994  0.59633  -0.81731  -0.365
C  0.82212  -0.51351  0.06067  0.135
C  -0.33775  1.25289  -0.94824  -0.376
N  -1.37950  -0.21912  0.92514  -0.182
O  -0.20323  -0.89156  0.82626  -0.352
I  -0.61163  2.78156  -2.30579  0.138
H  1.62386  0.51835  -1.53480  0.226
H  1.68391  -1.15914  0.06837  0.196
H  -1.12965  0.96381  -0.16675  0.261
H  -1.93106  -0.78521  1.58198  0.319

Results
ΔE to the lowest compared entry with this formula, charge and spin: 78.4 kcal per mole
Multiplicity: 3
⟨S²⟩: 2.032
E: -14807.9069 eV
HOMO (spin up / spin down): -6.8 / -9.3 eV
Max |F|: 3.9 eV Å⁻¹



(8)
C3H4INOS | ωB97M-V/def2-TZVPD

Each line ends with the natural charge from an NBO analysis.
Cartesian coordinates (Å):
C  0.60680  -0.93242  0.06731  0.583
C  -0.79245  0.74915  -0.97979  -0.294
C  -0.39237  -0.64350  1.06631  -0.390
N  0.20363  -0.18254  -1.02255  -0.621
O  1.56413  -1.68126  0.21605  -0.565
S  -1.69128  0.39520  0.61365  0.402
I  1.83123  1.11955  2.71118  -0.184
H  -0.47717  1.81466  -1.13333  0.215
H  -1.52370  0.61881  -1.70113  0.204
H  -0.21834  -1.18632  1.89178  0.240
H  0.88954  -0.07134  -1.72948  0.410

Results
ΔE to the lowest compared entry with this formula, charge and spin: 37.5 kcal per mole
E: -25647.4049 eV
HOMO (spin up / spin down): -9.4 / -8.2 eV
Max |F|: 3.7 eV Å⁻¹